# 1
Density functional theory data (ωB97M-V/def2-TZVPD) for one molecule with the formula C15H21N5OS in a non-equilibrium geometry.

Output
Calculated total energy = -1331.40149 hartree
Largest force on an atom = 0.02165 Eh/bohr
HOMO-LUMO gap = 9.59 eV
E_LUMO = 0.44 eV

Cartesian coordinates (Å):
H  -0.284956  -1.091375  1.218362
N  0.320915  -0.358135  -0.626455
H  -3.340780  1.931512  2.243777
H  -3.697119  -4.489724  0.594286
H  2.693852  -1.738500  1.427057
N  -3.974468  2.330812  0.348197
C  -1.528809  -1.954078  -0.341565
C  -0.192449  -1.432039  0.183144
H  -3.288403  -3.975916  -1.042871
H  4.265173  -1.107488  0.883753
O  1.681836  0.471953  1.822905
H  -4.450293  2.703029  -1.597868
S  2.806805  -1.483007  -0.978599
H  -1.124744  1.024196  1.539197
C  -3.363136  -3.648887  -0.008215
C  -2.017627  -3.137164  0.489798
N  1.638348  0.755589  -1.990248
H  -1.281432  -3.942735  0.443801
H  -4.114358  -2.864369  0.049786
C  -1.845673  1.356438  0.808407
H  2.283557  3.084805  -0.223978
C  -2.495803  1.814132  -1.450986
N  3.282515  1.419283  0.548888
H  -2.109475  -2.828485  1.533381
H  4.966548  0.476433  -0.288048
C  2.703380  2.734567  0.721941
C  1.532872  -0.315988  -1.254397
H  3.920865  1.331663  -1.441635
C  -3.685877  2.307840  -0.941869
C  4.341142  1.353144  -0.431425
C  -3.069149  1.875945  1.197759
C  2.655254  0.364158  1.090356
C  3.186624  -1.023469  0.767671
C  -0.279514  0.798916  -1.030020
H  4.962451  2.242236  -0.325944
H  1.912705  2.670769  1.466435
H  3.468648  3.433611  1.060656
H  -1.408797  -2.261956  -1.383642
H  0.547893  -2.237321  0.150156
H  -2.289802  1.812999  -2.509074
N  0.505825  1.447057  -1.857111
H  -2.276585  -1.159072  -0.311161
C  -1.557965  1.308613  -0.554594

Atoms 1-2, force components in eV/Å:
H 0.09 -0.07 -0.10
N 0.24 0.68 -0.57



# 2
Density functional theory data (ωB97M-V/def2-TZVPD) for a 2-piece molecular cluster, C15H21NO3 overall in a non-equilibrium geometry.

Output
Calculated total energy = -864.55193 hartree
Largest force on an atom = 0.02829 Eh/bohr
HOMO-LUMO gap = 6.93 eV
E_LUMO = -0.12 eV

Cartesian coordinates (Å):
H  -2.485149  -0.066991  1.699872
H  -1.481560  -2.589298  -2.966412
C  -0.924818  -1.769785  -2.493746
C  1.795156  1.239868  2.084685
O  -1.391771  -2.688738  -0.330205
O  1.037643  -3.528307  1.045206
C  -0.667265  0.518339  0.661981
H  2.394610  1.441454  1.180342
H  2.452699  1.309800  2.954533
H  0.892838  1.139434  -0.696522
C  -2.055827  0.605761  0.947668
H  -1.582991  -0.894080  -2.444025
C  -0.147025  1.291030  -0.388635
H  2.556065  -1.653088  2.762711
H  1.418433  -1.322113  -1.381001
C  2.994452  -3.075951  -0.278612
H  -3.439121  4.747803  -2.616098
H  1.004729  1.999695  2.162841
H  3.191397  -2.712973  -1.296952
C  0.174623  -0.445648  1.363241
O  -3.104220  3.259415  -1.313539
C  1.739579  -1.012781  3.139673
C  1.535795  -2.899473  0.097193
H  -0.512433  2.800626  -1.876688
N  1.215869  -0.107424  2.105180
H  -0.206244  -1.464159  1.514343
H  -3.913030  1.626385  0.516278
H  0.920149  -1.657008  3.487733
C  -2.291896  2.359300  -0.707285
H  2.120763  -0.386390  3.951562
H  -0.043699  -1.529667  -3.104166
H  3.262642  -4.139577  -0.209346
H  -1.784662  4.786421  -1.926865
H  3.615960  -2.517508  0.432871
C  -2.850636  1.512808  0.291484
C  -0.929898  2.198122  -1.066079
C  -0.547770  -2.185726  -1.081882
C  0.821533  -1.923147  -0.696988
H  -2.203646  3.585990  -3.194290
C  -2.581273  4.147579  -2.330064

Atoms 1-2, force components in eV/Å:
H 0.16 0.32 -0.33
H 0.08 0.23 0.12



# 3
Density functional theory data (ωB97M-V/def2-TZVPD) for one molecule with the formula C15H21NO4.

Output
Calculated total energy = -939.95059 hartree
Largest force on an atom = 0.01343 Eh/bohr
HOMO-LUMO gap = 9.39 eV
E_LUMO = 0.70 eV

Cartesian coordinates (Å):
H  -0.340524  1.249213  0.568374
H  -2.397317  -1.794378  0.804612
C  3.655140  -1.090076  0.111512
C  5.673359  0.091061  -0.089714
H  -6.099229  -1.665109  -2.212944
C  7.689561  1.580701  -0.248417
C  -0.576947  -0.877711  0.590041
O  -4.066719  -0.311615  1.017077
H  -6.151964  2.068951  -0.112309
H  -4.772923  1.489181  1.709922
H  8.032309  2.612024  -0.249685
H  8.176422  1.056648  0.570660
H  2.108450  1.153184  0.290409
C  -5.114315  0.655177  1.087822
C  6.175654  1.527356  -0.093379
C  1.534484  0.242397  0.352779
H  5.926125  -0.420062  -1.026230
H  -5.182127  -1.603881  -0.707344
C  -6.331981  0.179990  -1.119550
H  5.877478  2.005676  0.841054
H  -6.710774  0.698583  -2.003278
H  1.961639  -3.105772  0.294459
H  -7.194289  -0.163993  -0.543461
C  1.444126  -2.160652  0.355986
H  -4.643416  1.496157  -0.824481
O  -2.536025  1.341484  0.815181
H  -4.627574  -0.695990  -2.116015
H  -0.496487  -3.023043  0.574702
C  2.188829  -0.984800  0.275491
H  5.695679  2.065282  -0.912575
C  -5.507620  -1.021976  -1.565067
C  -2.818037  0.173504  0.852116
C  0.077125  -2.109188  0.511724
O  4.258021  -2.134778  0.030589
C  0.164729  0.300039  0.508115
O  4.256144  0.106595  0.062873
H  -5.940120  0.138515  1.581171
C  -5.537553  1.182822  -0.282425
N  -1.959241  -0.884605  0.747989
H  6.114834  -0.481625  0.734468
H  7.995057  1.114698  -1.182269

Atoms 1-2, force components in eV/Å:
H 0.00 0.03 0.00
H 0.04 0.21 -0.01



# 4
Density functional theory data (ωB97M-V/def2-TZVPD) for C15H22BrCl4N2O4V as an isolated structure in a non-equilibrium geometry.

Output
Calculated total energy = -6354.20587 hartree
Expectation value of S² = 0.76
Largest force on an atom = 0.07142 Eh/bohr
HOMO-LUMO gap (spin up / spin down) = 7.62 / 7.70 eV
Total charge = -1
E_LUMO (spin up / spin down) = 2.50 / 2.51 eV
Multiplicity = 2

Cartesian coordinates (Å):
H  1.029887  -0.356163  -2.171122
C  -0.417140  2.108473  1.841338
H  0.567005  4.324129  3.274878
H  -0.255380  -3.146142  -4.866027
C  -2.049117  3.574681  3.085179
Br  -2.267549  2.054212  -0.990274
H  -1.079998  -1.269836  -1.237439
C  0.125591  4.537670  2.294828
H  -2.430152  4.591968  3.226058
H  2.456220  2.935534  -1.820145
H  0.864909  -2.980312  -1.230502
Cl  2.898395  -3.555910  3.563201
C  2.258108  -1.533406  1.876189
H  1.717325  -2.276824  -2.616088
H  1.081983  -3.914719  -2.721013
C  -1.564154  -3.381261  -2.512413
O  1.676436  0.321766  0.442846
H  -1.410844  -4.321492  -3.046062
H  0.921693  4.483533  1.552167
C  -0.981689  3.531654  1.991382
C  1.780859  -2.599254  2.648061
V  -0.187489  1.322053  -0.087702
H  -1.467808  3.831652  1.060509
Cl  -2.171774  -2.417365  1.949224
O  -0.738942  -0.198356  0.491186
C  -0.458748  -2.386990  -2.849427
O  2.662096  3.710610  0.008517
C  1.373079  -0.721074  1.161585
H  -0.042419  0.413324  -3.182093
H  -1.632661  3.231533  4.038663
H  -1.578518  -3.594936  -1.439350
Cl  3.942854  -1.150222  1.798524
C  -0.471042  -2.111063  1.953523
C  2.048756  3.106852  -0.818797
H  -1.041841  1.383423  2.364482
H  0.594031  2.052070  2.260981
Cl  -0.171581  -4.206777  3.656680
N  0.065061  -0.056665  -2.293634
C  0.005596  -1.059303  1.214208
H  -2.535541  -2.968018  -2.791681
H  -1.305348  -1.720520  -4.716855
H  -0.263370  5.561228  2.315609
C  0.423348  -2.896464  2.694713
H  -2.891805  2.928125  2.827018
N  -0.861194  -1.124206  -2.216140
H  0.459361  -1.548616  -4.634832
C  -0.384366  -2.186595  -4.359445
C  0.881020  -2.916630  -2.322978
O  0.826860  2.594629  -0.667532

Atoms 1-2, force components in eV/Å:
H 0.04 -0.02 -0.04
C 0.10 0.12 -0.36



# 5
Density functional theory data (ωB97M-V/def2-TZVPD) for C15H22CaClO16 as an isolated structure in a non-equilibrium geometry.

Output
Calculated total energy = -2925.67802 hartree
Largest force on an atom = 0.09249 Eh/bohr
HOMO-LUMO gap = 2.75 eV
Total charge = +1
E_LUMO = -8.52 eV

Cartesian coordinates (Å):
O  -16.796197  -19.727521  -4.212704
H  -13.976015  -26.909176  2.581794
H  -3.994151  -25.213125  -7.107443
H  -18.370576  -20.305558  -1.536172
O  -7.331430  -22.169010  -1.689871
O  -8.384795  -27.346819  -7.447873
Cl  -8.140127  -22.794698  -2.726381
C  -2.908803  -25.288144  -7.040267
H  -12.684129  -27.238238  0.671089
C  -9.567408  -29.071516  -8.497841
O  -2.769432  -27.464582  -7.528458
H  -15.576878  -25.881746  0.201710
C  -15.542860  -25.970454  1.287563
H  -9.280871  -29.381304  -9.502836
O  -8.404324  -24.221563  -2.513053
O  -16.640872  -20.988056  -2.393561
H  -3.245655  -26.110610  -9.018653
O  -10.286240  -27.796565  -8.336451
C  -2.562471  -26.287850  -8.188021
C  -14.500911  -27.171066  1.663093
O  -15.419460  -21.438530  -4.283088
O  -16.707511  -26.296059  1.930940
C  -17.594695  -19.069334  -3.285321
H  -14.190838  -27.785818  -0.322922
H  -17.140154  -19.237666  -1.134063
O  -2.609607  -26.058893  -5.941189
H  -13.231583  -28.852884  0.695006
O  -15.387073  -28.124663  2.235651
H  -2.034426  -23.352108  -7.710581
H  -19.549407  -18.299661  -3.371287
C  -2.230789  -23.941457  -6.814918
O  -2.678959  -28.286814  -5.421198
H  -18.653672  -18.457949  -4.861748
H  -1.300790  -24.186688  -6.302019
C  -16.240716  -20.783629  -3.663247
O  -9.369508  -22.138978  -2.911519
C  -2.712120  -27.360420  -6.231272
H  -19.425098  -19.821164  -4.385739
C  -9.499780  -26.865090  -7.851048
H  -7.492743  -28.869866  -8.402694
H  -8.233980  -29.345373  -6.821093
O  -7.562289  -22.508621  -4.037262
C  -8.325290  -28.726749  -7.713880
O  -17.407833  -27.956015  3.292509
C  -16.566721  -27.483579  2.543714
C  -18.906228  -18.974708  -3.935861
C  -13.595265  -27.830847  0.588878
H  -17.099482  -18.154170  -2.960756
H  -2.752501  -23.255849  -6.147201
C  -17.463479  -19.873210  -1.958472
H  -10.144957  -29.802265  -7.931664
H  -1.553247  -26.034702  -8.512795
H  -15.212307  -25.131178  1.899485
Ca  -10.189528  -20.334784  -6.578104
O  -9.729011  -25.659699  -7.875163

Atoms 1-2, force components in eV/Å:
O 0.85 0.09 -0.36
H 0.87 0.71 -0.54